10
Properties=species:S:1:pos:R:3:forces:R:3 method="wB97M-V/def2-TZVPD" e_above_lowest_kj_mol=84.49 molar_mass_da=262.02 homo_ha="-0.6129 / -0.6128" spin_multiplicity=1 total_charge=+2
O -0.6464 -0.2071 -0.2222 -3.075 -0.693 -1.634
Lu -2.7508 -0.0948 -1.1874 2.309 1.598 2.660
O -2.1981 1.1580 0.4174 -3.629 -0.993 -2.220
C -0.9915 0.8440 0.6616 5.270 2.113 2.167
O -0.1322 1.3561 1.3386 -2.374 -1.481 -1.235
C 0.7098 -0.6835 -0.1868 2.051 -0.975 0.461
H 0.7913 -1.4786 -0.9562 0.163 0.199 0.216
H 0.8805 -1.1556 0.7978 -0.404 0.166 -0.190
C 1.6905 0.3162 -0.5402 -0.333 -0.037 0.334
H 2.6468 -0.0548 -0.1227 0.021 0.103 -0.559


57
Properties=species:S:1:pos:R:3:forces:R:3 method="wB97M-V/def2-TZVPD" e_above_lowest_kj_mol=46.01 molar_mass_da=601.97 homo_ha="-0.3282 / -0.3857" spin_multiplicity=5 total_charge=+1 s_squared=6.08
Rh -0.0543 0.4185 -0.0533 -0.298 -0.762 -0.121
O -1.4789 1.4624 1.1211 0.045 0.193 -0.247
N -1.8571 1.0234 2.2783 0.099 -0.297 0.123
C -2.2903 1.9137 3.1913 -0.367 0.643 0.558
C -2.7854 1.5077 4.4005 0.231 -0.024 -0.307
C -2.8279 0.1429 4.6966 0.086 -0.314 -0.227
C -2.3456 -0.7548 3.7752 -0.274 0.198 0.366
C -1.8274 -0.3079 2.5569 0.462 -0.624 -0.573
S -1.1225 -1.3702 1.4125 -0.053 0.528 -0.270
H -2.2316 2.9467 2.8860 0.017 -0.005 -0.121
H -3.1238 2.2425 5.1089 -0.070 0.152 0.045
H -3.2279 -0.2016 5.6350 -0.052 -0.051 0.136
H -2.3559 -1.8187 3.9502 0.023 -0.077 0.062
C -0.7307 5.6378 -1.4681 0.000 -0.001 0.018
C -1.5175 5.0395 -2.4440 0.085 0.109 0.134
C -1.6136 3.6672 -2.5261 0.127 -0.446 0.164
C -0.9043 2.8592 -1.6166 0.054 1.670 -0.193
C -0.0994 3.4750 -0.6428 -0.173 -0.496 -0.286
C -0.0237 4.8465 -0.5724 0.014 0.240 -0.007
N -0.9704 1.5019 -1.6528 0.604 -2.227 1.604
N -1.5486 0.8771 -2.6093 -0.643 1.310 -1.432
C -1.5908 -0.4461 -2.6574 0.352 -0.847 0.569
C -2.2064 -1.1198 -3.7400 0.070 0.132 0.196
C -2.1698 -2.4894 -3.7786 0.078 0.084 0.155
C -1.5179 -3.1916 -2.7588 0.053 0.072 0.131
C -0.9520 -2.4732 -1.7245 -0.035 -0.560 -0.122
N -0.9987 -1.1548 -1.6585 0.253 0.954 0.295
H -0.6634 6.7129 -1.4080 0.012 0.089 -0.001
H -2.0594 5.6558 -3.1455 -0.058 0.025 -0.065
H -2.2230 3.1897 -3.2783 -0.009 -0.013 -0.013
H 0.4689 2.8565 0.0536 -0.002 0.178 -0.049
H 0.5990 5.3069 0.1788 0.075 0.063 0.079
H -2.6846 -0.5332 -4.5071 -0.024 0.073 -0.057
H -2.6368 -3.0310 -4.5870 -0.032 0.016 -0.101
H -1.4604 -4.2669 -2.7663 0.021 -0.105 0.016
H -0.4428 -2.9805 -0.9135 0.016 -0.048 0.038
Cl 1.7031 0.1377 -2.7070 0.129 -0.041 -0.223
C 1.7649 0.0636 -0.9621 -0.150 -0.054 -0.065
H 2.4396 0.8535 -0.6165 -0.275 -0.040 0.122
H 2.1463 -0.9179 -0.6669 -0.206 0.099 0.074
C 1.4293 -0.9557 4.0893 -0.104 -0.107 -0.594
S 2.0104 -0.8358 2.3501 0.755 -0.269 1.499
O 1.3685 0.4160 1.8153 -0.606 0.803 -0.681
C 3.6885 -0.3652 2.8406 -0.214 -0.247 -0.294
C 3.9954 0.9487 3.1399 -0.171 0.105 -0.069
C 5.2708 1.2591 3.5803 -0.001 -0.035 -0.026
C 6.2237 0.2602 3.7122 0.017 -0.042 0.014
C 5.9085 -1.0534 3.3970 0.041 0.015 0.035
C 4.6340 -1.3715 2.9572 -0.119 -0.049 -0.080
H 1.6067 -0.0126 4.5975 0.109 0.134 -0.115
H 2.0003 -1.7500 4.5557 0.127 -0.127 0.079
H 0.3722 -1.2048 4.1101 -0.043 -0.043 -0.147
H 3.2459 1.7150 3.0178 -0.092 0.123 -0.006
H 5.5194 2.2813 3.8179 0.030 0.104 0.019
H 7.2163 0.5069 4.0601 0.048 0.007 -0.004
H 6.6555 -1.8286 3.4876 0.017 -0.033 0.008
H 4.3751 -2.3897 2.7057 0.022 -0.137 -0.041


70
Properties=species:S:1:pos:R:3:forces:R:3 method="wB97M-V/def2-TZVPD" e_above_lowest_kj_mol=0.00 molar_mass_da=810.05 homo_ha="-0.0565 / -0.0781" spin_multiplicity=4 total_charge=-2 s_squared=3.78
Tc 0.8785 -0.1778 -0.3394 -0.306 -0.212 1.246
O -1.0755 -1.7081 4.1478 -0.640 0.867 -1.196
C -0.0451 -2.6634 4.2493 0.768 -0.044 -1.915
C 1.0150 -2.6157 3.0841 0.135 0.935 0.100
C 2.0860 -3.6088 3.4649 -0.456 -0.710 2.261
O 3.0190 -3.9220 2.4738 -0.208 -1.412 0.831
C 1.6474 -1.2123 2.9965 -1.029 0.087 -0.994
Se 2.8439 -0.8688 1.3788 -0.833 0.044 0.622
C 0.4044 -3.0405 1.7428 0.572 -1.400 -0.343
Se -0.7234 -1.7803 0.8093 -0.247 0.084 0.167
H -1.2619 -1.3612 3.1895 0.925 -1.260 1.933
H -0.4015 -3.6923 4.0994 -0.520 0.007 0.624
H 0.4703 -2.5718 5.2224 -0.353 0.105 -0.251
H 1.5056 -4.5380 3.7899 1.115 0.544 -0.587
H 2.5616 -3.2093 4.4536 -0.348 -0.614 -1.488
H 3.3596 -3.1110 2.1102 0.217 1.077 -0.554
H 2.1225 -0.9595 3.9337 0.542 -0.041 0.172
H 0.7870 -0.5455 2.9120 0.356 0.390 -0.212
H -0.1178 -4.0305 1.7782 -0.056 0.789 0.524
H 1.2284 -3.3048 1.0736 -0.015 0.443 0.056
C -1.5303 1.8965 -2.0898 -0.051 1.508 1.375
Si -1.3798 0.2063 -1.3618 -0.728 -0.400 0.625
C -2.9184 0.3631 -0.2705 0.128 -2.596 0.779
C -2.0186 -1.1610 -2.5565 -0.109 2.155 0.662
C -3.2802 -1.2479 -3.1360 1.009 -1.586 -1.215
C -3.5344 -2.2238 -4.1285 -0.648 0.677 1.214
C -2.5539 -3.1973 -4.3396 -0.628 0.553 -0.243
C -1.3422 -3.1126 -3.6896 -0.104 0.250 0.003
C -1.0333 -2.0294 -2.8532 1.590 -2.466 -0.626
Si 0.7241 -1.8738 -2.0954 -0.940 0.335 -0.251
C 1.3407 -3.5999 -1.7547 -0.257 -1.399 -1.234
C 1.7818 -1.4150 -3.5519 0.740 0.461 -0.803
H -2.5907 2.1440 -2.3313 0.706 0.074 0.433
H -0.9815 1.9995 -2.9675 1.132 0.289 -1.768
H -1.0184 2.5922 -1.3158 -1.241 -0.873 -1.187
H -3.6189 0.8228 -0.9118 -0.961 1.089 -0.494
H -2.7783 0.8385 0.6830 -0.060 0.520 0.284
H -3.3796 -0.6486 -0.0878 0.574 0.727 0.094
H -3.9785 -0.5832 -2.7441 -1.589 1.054 0.046
H -4.5366 -2.2834 -4.6091 0.866 -0.006 0.308
H -2.7893 -3.9908 -5.0251 0.140 -0.408 -0.203
H -0.6327 -3.8995 -3.8192 0.512 -0.459 -0.216
H 1.5119 -4.0981 -2.7734 -0.316 0.482 1.239
H 0.7148 -4.2705 -1.1449 0.138 0.348 -0.145
H 2.3141 -3.5300 -1.3113 0.652 -0.002 0.443
H 2.8013 -1.1216 -3.2525 -0.320 0.055 -0.029
H 1.3438 -0.6138 -4.1606 0.103 0.096 0.254
H 1.8871 -2.2632 -4.2261 -0.012 -0.291 -0.156
C -0.4987 4.7638 3.3760 2.889 -0.819 -1.094
Si -0.7078 4.2779 1.5864 0.106 -1.662 0.318
C 0.1645 5.5307 0.5636 0.963 -1.443 -0.773
C -2.5368 4.4670 1.2197 -0.706 1.254 -0.342
C -0.1858 2.5392 1.2787 -0.429 1.191 0.039
C 0.0869 1.4686 0.7561 0.165 -0.156 -0.089
H -1.1850 5.5288 3.4663 -1.597 1.646 0.984
H 0.5433 5.1991 3.4348 -1.003 -0.489 0.265
H -0.5935 3.9091 4.0240 -0.256 -0.001 0.468
H 0.0289 6.4824 1.0161 -0.197 1.107 -0.122
H -0.2802 5.3539 -0.4047 -0.540 0.780 -0.531
H 1.2142 5.3156 0.3278 -0.055 0.139 0.682
H -2.8963 5.5455 1.3105 0.532 -1.116 -0.059
H -3.1170 3.8929 1.9305 -0.180 -0.243 0.249
H -2.8345 4.1254 0.2195 0.217 -0.002 0.144
Cl 5.1194 3.4387 -1.9073 0.066 0.254 -0.306
C 3.5690 2.9693 -1.2449 -0.527 -0.461 0.761
Cl 3.6135 3.1762 0.5435 0.072 0.066 -0.254
Cl 2.2028 3.8934 -1.8647 0.308 0.563 -0.387
C 3.2696 1.4417 -1.4513 -0.882 -0.307 0.437
O 4.1911 0.6755 -1.5949 0.083 -0.059 -0.188
O 2.0042 1.2278 -1.3314 1.031 -0.113 -0.384


14
Properties=species:S:1:pos:R:3:forces:R:3 method="wB97M-V/def2-TZVPD" e_above_lowest_kj_mol=161.66 molar_mass_da=119.17 homo_ha=-0.5143 spin_multiplicity=1 total_charge=+1
C -1.0737 0.2379 -1.7338 -1.169 1.578 1.006
C 0.3611 0.3138 -0.0412 -0.995 2.109 0.615
N -0.7079 -0.9613 -1.7229 1.103 -1.332 -0.271
N -0.5770 1.0873 -0.6945 1.672 -4.831 -0.951
N 1.4295 -2.0477 1.5672 -0.376 -1.838 -1.345
N -0.8850 2.3976 -0.5169 5.482 0.454 4.454
S 0.4188 -1.3243 -0.5492 -1.099 1.735 -0.811
H -1.8692 0.5327 -2.3752 -0.390 0.783 -0.410
H 0.9106 0.8622 0.7435 -0.127 -0.875 -0.338
H 1.5492 -3.0188 1.7911 0.896 -0.504 -0.405
H 2.2410 -1.5178 1.6399 1.440 0.931 0.983
H -1.7522 2.6313 -0.7588 -4.519 0.742 -1.397
H 0.6598 -1.8551 2.1193 -1.397 1.569 1.626
H -0.7051 2.6622 0.5316 -0.521 -0.522 -2.756